1:
DFT (ωB97M-V/def2-TZVPD) results for an isolated molecule of C4H7N3O.

Computed properties:
SMILES string: [H]/N=C1/N[C@H]2C[C@@H]2N1O
Gap between HOMO and LUMO in eV: 9.2
Total charge: 0
LUMO level in eV: 0.538
M in g mol⁻¹: 113.120

Each line ends with the Löwdin charge.
Element x y z (Å)
O 1.28 -0.11 -1.78  -0.071
N 1.98 -0.77 0.98  0.092
N 0.40 -0.29 -0.70  -0.143
N -0.07 0.60 1.43  0.078
C -2.39 0.33 -0.25  -0.037
C -0.90 0.44 -0.73  -0.165
C -1.22 0.11 0.69  -0.371
C 0.86 -0.15 0.62  -0.440
H 1.58 -1.17 -2.11  0.223
H 2.32 -1.25 0.06  0.060
H -0.82 1.62 -0.53  0.179
H -2.93 -0.77 -0.20  0.141
H -3.21 1.26 -0.29  0.156
H -1.39 -0.90 0.85  0.097
H -0.10 0.91 2.50  0.200

***

2:
DFT (ωB97M-V/def2-TZVPD) results for a cluster of 2 separate species, C4H7N3O in total.

Computed properties:
Gap between HOMO and LUMO in eV: 8.5
Total charge: 0
LUMO level in eV: 1.056
M in g mol⁻¹: 113.120

Each line ends with the Löwdin charge.
Element x y z (Å)
O -0.73 -1.70 -0.11  0.000
N 2.31 0.08 -0.06  -0.044
N 2.99 -0.90 0.14  -0.168
N -0.75 0.44 -0.14  -0.149
C -2.03 0.03 0.19  -0.055
C -1.99 -1.31 0.20  -0.104
C -0.30 1.79 -0.26  -0.046
C 0.03 -0.63 -0.32  -0.111
H -0.67 2.24 -1.18  0.092
H 3.47 -1.44 -0.62  0.108
H 3.08 -1.36 1.07  0.107
H -2.73 -2.07 0.40  0.113
H 0.79 1.74 -0.29  0.049
H -0.63 2.38 0.59  0.092
H -2.82 0.72 0.39  0.118

***

Most stable structure, least stable structure: 2, 1.

***

1:
DFT (ωB97M-V/def2-TZVPD) results for a structure of composition H22KrO11.

Computed properties:
Gap between HOMO and LUMO in eV: 9.6
Total charge: 0
LUMO level in eV: -0.139
M in g mol⁻¹: 281.965

Each line ends with the Löwdin charge.
Element x y z (Å)
Kr -0.26 0.22 -0.45  0.385
O -0.82 2.27 2.13  -0.090
O 2.09 -3.10 -2.02  -0.077
O 0.57 2.98 -3.04  -0.060
O -3.14 -1.00 0.37  -0.074
O -0.46 -2.34 1.96  -0.057
O -2.67 2.48 -2.40  -0.064
O 2.24 1.83 1.55  -0.048
O -3.01 1.95 0.43  -0.071
O 2.75 -0.74 2.38  -0.044
O 2.79 -2.88 0.56  -0.041
O -0.58 -2.87 -2.54  -0.046
H 3.67 -0.86 2.62  0.057
H 0.77 3.82 -3.47  0.031
H 0.05 1.92 1.97  -0.037
H 0.49 -2.26 1.94  -0.002
H -2.76 2.52 -1.45  -0.024
H -3.35 -1.24 -0.53  0.034
H -3.55 1.23 0.11  0.038
H -2.38 3.35 -2.65  0.025
H 2.67 0.20 2.23  -0.010
H -0.26 -2.14 -3.06  0.049
H -0.65 -2.64 2.85  0.040
H -1.41 -2.56 -2.17  0.036
H 2.58 2.42 0.88  0.072
H -2.19 -1.04 0.43  -0.079
H 0.02 3.23 -2.29  0.005
H 2.58 2.18 2.37  0.067
H 3.19 -3.37 1.28  0.060
H -3.62 2.51 0.91  0.073
H 1.15 -3.04 -2.12  -0.040
H -1.32 2.01 1.35  -0.067
H 2.24 -3.00 -1.07  -0.041
H 2.58 -2.03 0.94  0.000

***

2:
DFT (ωB97M-V/def2-TZVPD) results for a structure of composition H22KrO11.

Computed properties:
Gap between HOMO and LUMO in eV: 10.3
Total charge: 0
LUMO level in eV: -0.033
M in g mol⁻¹: 281.965

Each line ends with the Löwdin charge.
Element x y z (Å)
Kr 0.75 0.72 -0.04  0.268
O -1.49 -1.25 -2.99  -0.047
O 4.26 -1.17 -0.41  -0.053
O -0.22 -1.91 2.02  -0.068
O 0.67 4.22 0.83  -0.059
O -2.08 3.14 0.07  -0.046
O -2.58 -0.39 1.69  -0.046
O -0.12 2.66 -3.00  -0.061
O 2.28 -2.79 -1.70  -0.073
O 1.62 -0.86 3.84  -0.064
O -0.28 -2.60 -0.72  -0.071
O -2.49 0.45 -0.89  -0.094
H -2.24 1.35 -0.70  -0.018
H 1.43 -2.73 -1.26  -0.039
H 0.69 3.58 1.54  0.026
H 1.68 0.02 4.22  0.030
H -2.62 3.26 0.86  0.052
H -2.04 -0.71 -2.42  0.000
H -3.34 -0.97 1.71  0.060
H 4.98 -1.76 -0.63  0.049
H -0.72 -2.23 -1.49  0.013
H 2.72 -1.96 -1.49  -0.021
H 0.71 2.96 -2.62  0.022
H 0.11 1.91 -3.54  0.022
H -2.40 0.00 -0.05  -0.032
H 0.99 -0.77 3.12  -0.024
H -1.23 3.51 0.32  -0.010
H 0.33 -2.21 1.30  0.030
H -1.83 -0.99 1.63  -0.012
H -0.99 -2.99 -0.21  0.057
H -0.18 -2.61 2.66  0.077
H 4.13 -1.30 0.53  0.044
H -0.88 -0.62 -3.40  0.040
H 0.35 5.03 1.23  0.048

***

Most stable structure, least stable structure: 2, 1.

***

1:
DFT (ωB97M-V/def2-TZVPD) results for an isolated molecule of C6H9F.

Computed properties:
SMILES string: FC1[C@@H]2CCC[C@@H]12
Gap between HOMO and LUMO in eV: 10.1
Total charge: 0
LUMO level in eV: 1.096
M in g mol⁻¹: 100.136

Each line ends with the Löwdin charge.
Element x y z (Å)
F 2.31 -1.00 -0.36  -0.019
C -0.59 1.57 0.10  -0.147
C -1.92 0.74 -0.16  -0.148
C -0.05 -0.75 0.47  -0.149
C 0.46 0.55 -0.26  -0.177
C 1.39 -0.34 0.48  -0.198
C -1.45 -0.79 -0.18  -0.154
H -0.52 1.80 1.18  0.118
H -1.41 -1.08 -1.25  0.104
H -2.89 1.02 0.40  0.126
H -2.16 0.81 -1.22  0.088
H -0.30 -0.51 1.47  0.105
H -2.15 -1.48 0.24  0.083
H -0.67 2.49 -0.36  0.070
H 1.81 -0.09 1.43  0.142
H 0.44 0.24 -1.34  0.157

***

2:
DFT (ωB97M-V/def2-TZVPD) results for an isolated molecule of C6H9F.

Computed properties:
SMILES string: F[C@@]12CCC[C@H]1C2
Gap between HOMO and LUMO in eV: 9.5
Total charge: 0
LUMO level in eV: 1.059
M in g mol⁻¹: 100.136

Each line ends with the Löwdin charge.
Element x y z (Å)
F 0.65 -0.82 1.15  0.021
C 0.46 1.01 -0.37  -0.163
C 1.72 0.30 -0.40  -0.041
C 0.57 -0.51 -0.21  -0.468
C -0.85 1.25 0.52  -0.051
C -1.71 -0.12 -0.02  -0.112
C -0.61 -0.99 -0.82  -0.138
H -0.84 -2.08 -0.68  0.117
H -0.65 1.06 1.61  0.106
H -2.41 0.28 -0.76  0.081
H 2.33 0.15 0.50  0.131
H -2.20 -0.69 0.88  0.122
H 2.25 0.77 -1.16  0.107
H -0.74 -0.98 -1.93  0.133
H -1.50 2.03 0.18  0.075
H 0.41 1.26 -1.31  0.078

***

3:
DFT (ωB97M-V/def2-TZVPD) results for an isolated molecule of C6H9F.

Computed properties:
SMILES string: C=C/C(=C\C)CF
Gap between HOMO and LUMO in eV: 9.7
Total charge: 0
LUMO level in eV: 0.604
M in g mol⁻¹: 100.136

Each line ends with the Löwdin charge.
Element x y z (Å)
F -1.52 -2.46 0.32  -0.131
C 0.18 -0.87 -1.00  -0.099
C 0.03 2.02 0.26  -0.155
C -0.11 0.81 0.94  -0.243
C -0.37 -0.39 0.43  -0.205
C -0.61 -1.67 1.23  -0.094
C 1.06 -0.18 -1.81  0.004
H 1.51 0.79 -1.57  0.035
H -1.04 -1.54 2.28  0.133
H -0.27 0.77 2.02  0.112
H 0.35 -2.14 1.37  0.107
H -0.59 1.80 -0.89  0.171
H 1.23 2.45 -0.12  0.156
H -0.47 2.77 0.93  0.070
H -0.38 -1.61 -1.50  0.066
H 1.00 -0.55 -2.89  0.074

***

Most stable structure, least stable structure: 1, 2.

***

1:
DFT (ωB97M-V/def2-TZVPD) results for a cluster of 2 separate species, C8H11N in total.

Computed properties:
SMILES string: CC#CCC#N.C=CC
Gap between HOMO and LUMO in eV: 8.7
Total charge: 0
LUMO level in eV: 0.469
M in g mol⁻¹: 121.183

Each line ends with the Löwdin charge.
Element x y z (Å)
N 2.39 -1.07 1.76  0.151
C 0.04 -1.43 -0.99  -0.051
C -0.90 0.76 0.50  -0.050
C -1.05 -0.84 -1.05  -0.151
C 1.34 -1.68 -0.49  -0.146
C 1.63 -0.99 0.88  -0.247
C 1.25 1.93 1.02  -0.113
C 0.24 0.84 1.26  -0.270
C -2.35 -0.66 -1.70  -0.094
H 1.35 2.16 -0.04  0.078
H -1.80 0.37 0.96  0.081
H -1.04 1.49 -0.29  0.087
H 1.51 -2.75 -0.32  0.121
H -3.15 -0.63 -0.95  0.079
H 0.94 2.85 1.55  0.078
H 2.12 -1.30 -1.15  0.121
H 0.17 0.49 2.28  0.100
H 2.23 1.65 1.41  0.058
H -2.55 -1.48 -2.39  0.085
H -2.38 0.28 -2.25  0.083

***

2:
DFT (ωB97M-V/def2-TZVPD) results for a cluster of 2 separate species, C8H11N in total.

Computed properties:
SMILES string: C#CC(C)C.C=C1C=N1
Gap between HOMO and LUMO in eV: 9.9
Total charge: 0
LUMO level in eV: 0.933
M in g mol⁻¹: 121.183

Each line ends with the Löwdin charge.
Element x y z (Å)
N -1.18 -1.09 -1.51  0.190
C 1.35 -0.23 0.71  -0.127
C -0.67 -2.09 -0.90  -0.060
C 1.27 1.13 0.21  -0.433
C -0.04 1.77 0.65  -0.064
C 1.39 -1.36 1.12  0.108
C -2.61 -1.23 0.71  0.006
C -1.73 -1.47 -0.23  -0.343
C 1.40 1.13 -1.32  -0.072
H 2.32 0.64 -1.63  0.080
H 1.40 2.15 -1.69  0.078
H 1.45 -2.33 1.51  0.027
H -0.12 1.78 1.74  0.082
H -3.32 -0.43 0.63  0.049
H 0.07 -2.84 -0.99  0.103
H -0.09 2.80 0.29  0.078
H 2.11 1.69 0.64  0.139
H -0.89 1.22 0.24  0.062
H 0.55 0.60 -1.76  0.052
H -2.66 -1.85 1.58  0.045

***

Most stable structure, least stable structure: 1, 2.

***

1:
DFT (ωB97M-V/def2-TZVPD) results for a structure of composition C5H12O4.

Computed properties:
Gap between HOMO and LUMO in eV: 9.1
Total charge: 0
LUMO level in eV: 0.931
M in g mol⁻¹: 136.147

Each line ends with the Löwdin charge.
Element x y z (Å)
O -1.80 -0.32 2.42  -0.010
O 1.51 0.40 -1.36  -0.188
O -0.27 0.72 1.09  0.007
O 0.70 -0.27 -2.39  -0.170
C -0.85 -1.35 0.44  -0.014
C -1.64 0.75 3.37  -0.028
C 1.24 1.78 -1.51  -0.091
C -1.07 -0.28 1.33  -0.554
C 1.26 -1.56 -2.51  -0.095
H 1.56 2.14 -2.49  0.089
H 2.29 -1.52 -2.85  0.088
H 0.19 2.00 -1.33  0.084
H 0.63 -2.06 -3.25  0.096
H 0.21 -0.16 0.35  0.209
H -1.12 -2.35 0.73  0.056
H -2.18 0.45 4.26  0.093
H -1.05 -1.11 -0.60  0.060
H -2.06 1.68 2.97  0.096
H -0.58 0.90 3.60  0.096
H 1.84 2.26 -0.73  0.098
H 1.19 -2.10 -1.56  0.078

***

2:
DFT (ωB97M-V/def2-TZVPD) results for a structure of composition C5H12O4.

Computed properties:
Gap between HOMO and LUMO in eV: 8.9
Total charge: 0
LUMO level in eV: 0.367
M in g mol⁻¹: 136.147

Each line ends with the Löwdin charge.
Element x y z (Å)
O -0.24 -2.62 0.00  0.143
O 0.86 0.38 -1.62  -0.049
O -1.06 -1.27 -1.59  0.091
O -2.29 -1.77 0.24  0.120
C 2.36 1.09 0.07  -0.059
C 1.28 0.13 -0.38  -0.390
C -0.21 0.33 0.82  -0.160
C -1.15 1.40 0.30  -0.128
C -1.12 -1.70 -0.44  -0.625
H 3.19 1.03 -0.64  0.084
H 0.46 0.76 1.56  0.068
H -1.96 1.00 -0.31  0.057
H -2.96 -1.28 -0.25  0.138
H 2.72 0.83 1.06  0.078
H 1.51 -0.92 -0.19  0.112
H -0.48 -2.91 0.89  0.138
H 0.08 -0.27 -1.82  0.082
H -0.64 2.11 -0.35  0.074
H 1.97 2.11 0.06  0.084
H -0.71 -0.41 1.45  0.072
H -1.59 1.98 1.12  0.071

***

Most stable structure, least stable structure: 2, 1.